Record 1
{"formula": "C30H44N10S3TeY", "method": "ωB97M-V/def2-TZVPD", "e_tot_ev": -87571.07468, "homo_lumo_gap_ev": 5.113, "relative_energy_kcal_mol": 43.81, "charge": -1, "homo_ev": -2.90, "elements": ["Y", "C", "N", "C", "C", "N", "C", "C", "C", "C", "C", "C", "C", "S", "C", "C", "C", "C", "C", "C", "S", "H", "H", "H", "H", "H", "H", "H", "H", "H", "H", "H", "H", "H", "H", "H", "H", "H", "H", "C", "C", "C", "C", "N", "C", "C", "H", "H", "H", "H", "H", "H", "H", "C", "C", "C", "C", "N", "C", "N", "N", "N", "H", "H", "H", "H", "H", "H", "H", "H", "H", "H", "S", "C", "N", "C", "C", "N", "H", "H", "H", "H", "H", "H", "Te", "N", "H", "H", "H"], "positions_angstrom": [[-0.105672, -0.035576, 0.016251], [-3.621128, -0.094006, 0.738232], [-3.004984, -0.019437, -0.588353], [-3.301731, 1.269442, -1.213022], [-2.490293, 1.516145, -2.489693], [-1.099076, 1.865655, -2.247325], [-0.965643, 3.193657, -1.652930], [-0.245172, 1.780887, -3.392875], [-0.716913, 1.782767, -4.698006], [0.145838, 1.838241, -5.781592], [1.510632, 1.918387, -5.571011], [2.002366, 1.868968, -4.282953], [1.149572, 1.767541, -3.187097], [1.892536, 1.596302, -1.620687], [-3.460943, -1.120026, -1.417396], [-4.815424, -1.421586, -1.462401], [-5.297201, -2.517251, -2.154822], [-4.400676, -3.317495, -2.848725], [-3.062807, -3.005157, -2.857911], [-2.547146, -1.907601, -2.148834], [-0.856502, -1.592488, -2.284003], [-3.562682, -1.122089, 1.094831], [-4.672158, 0.228274, 0.743842], [-3.070064, 0.541942, 1.432256], [-3.110479, 2.056051, -0.477035], [-4.371720, 1.321798, -1.491021], [-3.002588, 2.319474, -3.054262], [-2.516226, 0.602677, -3.089618], [-1.637286, 3.925224, -2.133559], [0.058853, 3.545347, -1.768980], [-1.178299, 3.154804, -0.587195], [-1.778476, 1.738900, -4.893377], [-0.257397, 1.847323, -6.786784], [2.190404, 1.987936, -6.410793], [3.067136, 1.906018, -4.097248], [-5.523404, -0.784674, -0.943446], [-6.356023, -2.743912, -2.151201], [-4.755962, -4.190837, -3.379617], [-2.355050, -3.608661, -3.406574], [-3.325110, 4.110147, 5.477639], [-2.631516, 3.405289, 4.352580], [-2.068733, 2.140521, 4.491454], [-1.520986, 1.511539, 3.390065], [-1.506387, 2.039969, 2.165305], [-2.011693, 3.266640, 2.046461], [-2.568627, 3.980198, 3.084581], [-3.193812, 3.576420, 6.416778], [-4.394791, 4.176889, 5.265562], [-2.944715, 5.125588, 5.589019], [-2.070172, 1.640207, 5.448697], [-1.113798, 0.507379, 3.472292], [-1.988256, 3.712184, 1.061265], [-2.964036, 4.969769, 2.907513], [3.400998, -3.506758, 3.604119], [4.304248, -4.390496, 2.746787], [3.625010, -5.713715, 2.402750], [4.713753, -3.656491, 1.455372], [3.601452, -3.016908, 0.816483], [3.406730, -1.709394, 0.540756], [2.192085, -1.546243, 0.095929], [1.612435, -2.764000, 0.109510], [2.444262, -3.652090, 0.498639], [3.267319, -3.948202, 4.588147], [2.418951, -3.405828, 3.147356], [3.823606, -2.510934, 3.722614], [5.230152, -4.596069, 3.299885], [2.742677, -5.525627, 1.796119], [3.325903, -6.234722, 3.308390], [4.306511, -6.352473, 1.841958], [5.162656, -4.373599, 0.756069], [5.444292, -2.873910, 1.678940], [4.126747, -0.932890, 0.688036], [1.450738, 3.258122, 2.230598], [2.835993, 3.693887, 1.451253], [3.996638, 4.006318, 2.095455], [4.994776, 4.491105, 1.167324], [4.396277, 4.067149, -0.188716], [3.003760, 3.815205, 0.124553], [3.968346, 4.297631, 3.057976], [5.967344, 4.023827, 1.351659], [5.111725, 5.582233, 1.240687], [4.871126, 3.156508, -0.568498], [4.488270, 4.848989, -0.947446], [2.456826, 3.212327, -0.525225], [-0.630656, -1.929313, 1.958336], [2.550166, -0.150246, 2.998204], [2.378856, 0.722531, 2.500671], [2.486359, 0.072395, 3.985781], [1.755715, -0.763681, 2.784788]], "forces_ev_per_angstrom": [[-0.5683, -0.3633, -1.4639], [-0.1222, 0.0130, 0.4261], [0.4435, 0.0308, 0.0327], [0.1383, 0.1673, -0.4000], [-0.3690, -0.0670, 0.0256], [0.0830, -0.2081, 0.1852], [0.0256, 0.2963, 0.1023], [0.4201, -0.0441, -0.0836], [-0.2654, 0.0080, -0.0081], [0.0014, 0.0683, -0.1217], [-0.0306, -0.0690, -0.2669], [-0.0937, 0.0622, -0.0333], [-0.0816, -0.0011, -0.0990], [-0.1717, -0.6979, 0.8244], [0.3428, -0.3923, -0.2344], [-0.2094, 0.0875, 0.0251], [-0.1124, 0.0373, -0.0470], [-0.2115, -0.0956, -0.0362], [0.1209, 0.1056, 0.0658], [-0.4174, 0.1905, 0.2111], [0.9415, 0.6082, 0.5136], [0.0823, 0.1628, 0.0352], [-0.0401, 0.0392, -0.1439], [-0.1297, -0.1649, -0.1230], [-0.0552, -0.0150, 0.0019], [0.1599, 0.0323, 0.1359], [0.0951, -0.1128, 0.0414], [0.0313, 0.0923, 0.0289], [-0.0109, -0.1127, 0.0186], [-0.1212, -0.0536, 0.1242], [-0.0025, 0.0926, 0.0381], [-0.0728, 0.0302, 0.0503], [-0.0072, -0.0324, 0.0114], [0.0242, 0.0055, -0.0226], [0.0314, -0.0831, 0.0071], [0.0562, -0.0428, 0.0855], [-0.0040, 0.0138, 0.0031], [-0.0033, -0.0491, -0.0670], [0.0279, -0.0952, -0.0353], [0.0176, -0.0039, 0.0088], [0.0879, -0.2155, -0.2187], [-0.2336, 0.5485, 0.0628], [0.1456, -0.4355, -0.1273], [0.1444, 0.0093, -0.0730], [-0.0014, 0.0497, -0.2109], [-0.0641, -0.1036, 0.2990], [-0.0044, 0.0222, 0.0479], [0.0196, 0.0190, 0.0584], [-0.0101, 0.0305, 0.0510], [0.0140, -0.0798, 0.0676], [0.0395, -0.0325, -0.0783], [0.0496, 0.0289, -0.0495], [-0.0568, 0.0895, -0.0441], [0.2194, -0.1250, -0.0621], [-0.1289, 0.1050, -0.0939], [0.1276, 0.1023, 0.0982], [0.4977, -0.5750, 0.3449], [-0.8883, 1.3999, -0.7025], [0.0818, -0.5006, 0.2020], [-0.3962, 0.3585, 0.0187], [0.8851, -0.9513, -0.7111], [-0.0920, 0.0945, -0.0147], [-0.0313, -0.0726, 0.1336], [-0.1569, 0.0905, -0.0021], [-0.0315, 0.1361, 0.0389], [-0.0137, 0.0351, -0.1307], [-0.0425, -0.1138, 0.0456], [-0.0334, -0.0957, 0.1194], [0.0183, -0.1434, -0.0634], [0.0088, 0.1719, 0.0719], [-0.1098, -0.0558, -0.0796], [0.1707, 0.1121, 0.1011], [-0.6771, -0.2739, 0.2167], [0.1400, 0.2290, 0.0772], [0.0578, -0.0319, -0.2247], [0.2839, 0.2351, -0.1021], [0.3052, 0.0456, -0.1927], [0.2485, 0.0554, 0.2306], [-0.1219, -0.1347, -0.0738], [-0.0905, 0.1175, -0.0569], [-0.0138, -0.1546, -0.0731], [-0.0036, 0.0539, -0.0042], [0.0738, -0.1097, 0.0733], [-0.0398, 0.3162, 0.2282], [-0.4880, 0.2331, 0.8463], [0.2794, -0.0449, -0.0977], [-0.0408, -0.0197, 0.1869], [-0.0841, 0.0591, -0.0281], [0.0128, 0.0811, 0.0783]], "mulliken_charge": [0.948, -0.995, 1.791, -1.066, -1.576, 1.600, -1.354, 0.059, -0.410, -0.836, -0.570, -0.830, 0.452, -0.304, -0.966, -0.363, -0.892, -0.502, -0.725, 1.047, -0.346, 0.380, 0.325, -0.118, 0.421, 0.298, 0.409, 0.614, 0.258, 0.507, 0.113, 0.354, 0.367, 0.358, 0.450, 0.258, 0.373, 0.353, 0.435, -1.478, 1.240, -1.076, -0.122, 0.777, -0.221, -1.110, 0.343, 0.301, 0.360, 0.330, -0.011, 0.388, 0.418, -1.329, 0.491, -1.361, -0.868, 0.547, -0.399, -0.018, 0.170, -0.779, 0.494, 0.150, 0.353, 0.370, 0.295, 0.396, 0.390, 0.349, 0.322, 0.382, -0.335, 0.053, -0.195, -0.509, -0.427, 0.109, 0.250, 0.287, 0.271, 0.209, 0.353, -0.185, -1.016, -0.693, 0.127, 0.237, 0.055]}

=====

Record 2
{"formula": "C24H28N2O3", "method": "ωB97M-V/def2-TZVPD", "e_tot_ev": -34465.97619, "homo_lumo_gap_ev": 9.269, "relative_energy_kcal_mol": 18.92, "smiles": "COC[C@@H]1CCCCN1C(=O)c1ccc2oc(CCCc3ccccc3)nc2c1", "charge": 0, "homo_ev": -8.49, "elements": ["C", "O", "C", "C", "C", "C", "C", "C", "N", "C", "O", "C", "C", "C", "C", "O", "C", "C", "C", "C", "C", "C", "C", "C", "C", "C", "N", "C", "C", "H", "H", "H", "H", "H", "H", "H", "H", "H", "H", "H", "H", "H", "H", "H", "H", "H", "H", "H", "H", "H", "H", "H", "H", "H", "H", "H", "H"], "positions_angstrom": [[2.569891, 2.206854, 5.957962], [3.057936, 0.898934, 5.772995], [2.915740, 0.393965, 4.469064], [1.468381, -0.020896, 4.129419], [0.966337, -1.155655, 5.026311], [1.559681, -2.506106, 4.635171], [1.302591, -2.771441, 3.155519], [1.901019, -1.639972, 2.321436], [1.343360, -0.369507, 2.725022], [0.730395, 0.497822, 1.888916], [0.306461, 1.578950, 2.256499], [0.586052, 0.061821, 0.458802], [1.523437, 0.505460, -0.479674], [1.392745, 0.228866, -1.827617], [0.279536, -0.496638, -2.201188], [-0.145247, -0.874616, -3.432099], [-1.326843, -1.505135, -3.204527], [-2.108813, -1.992999, -4.365349], [-2.343241, -0.882567, -5.397054], [-3.220116, 0.257400, -4.863741], [-2.539909, 1.074557, -3.798218], [-1.435083, 1.857858, -4.112841], [-0.784328, 2.588585, -3.135342], [-1.234223, 2.555404, -1.826241], [-2.344183, 1.794051, -1.506175], [-2.992776, 1.062182, -2.485721], [-1.666606, -1.601044, -1.965620], [-0.673781, -0.951914, -1.268058], [-0.525407, -0.674147, 0.081596], [1.479028, 2.256812, 5.885173], [3.003169, 2.895859, 5.223919], [2.875077, 2.504057, 6.959597], [3.582898, -0.470279, 4.429109], [3.250214, 1.136041, 3.728150], [0.829443, 0.858183, 4.269408], [1.225921, -0.912192, 6.057380], [-0.121752, -1.208908, 4.947953], [2.633911, -2.513568, 4.827338], [1.108996, -3.292526, 5.242708], [1.746541, -3.719841, 2.850244], [0.227690, -2.821818, 2.971375], [1.697064, -1.795450, 1.261057], [2.988611, -1.617743, 2.462307], [2.364605, 1.088454, -0.135889], [2.109182, 0.577160, -2.553500], [-1.560005, -2.809512, -4.843038], [-3.054889, -2.381528, -3.988584], [-2.829939, -1.324139, -6.269310], [-1.377498, -0.484331, -5.712738], [-4.148328, -0.159912, -4.468316], [-3.474156, 0.911068, -5.703107], [-1.078741, 1.891519, -5.133340], [0.077846, 3.185604, -3.395965], [-0.721361, 3.112745, -1.057284], [-2.698919, 1.763448, -0.487064], [-3.849847, 0.458555, -2.223673], [-1.258912, -1.001208, 0.800280]], "forces_ev_per_angstrom": [[-0.0413, 0.0468, -0.0009], [0.0297, -0.1953, 0.1236], [-0.1356, -0.0685, -0.2581], [-0.0587, 0.3997, 0.5668], [0.1876, 0.0277, -0.0593], [-0.2881, 0.0053, -0.0657], [0.3160, 0.0924, 0.0391], [-0.0448, -0.4897, -0.1755], [0.1112, 0.0081, 0.2111], [0.0307, -0.0578, -0.2070], [-0.1374, 0.3228, -0.0276], [-0.1576, 0.2226, -0.1084], [-0.0607, -0.0309, 0.1444], [-0.0862, -0.1623, -0.4027], [-0.2889, -0.0881, 1.2263], [0.1511, -0.0325, -0.4552], [-0.3077, -0.4546, 0.6506], [0.2533, 0.2012, -0.3430], [-0.2201, -0.0666, 0.0573], [0.1765, -0.0470, -0.1658], [-0.1927, 0.1711, 0.0462], [-0.0285, 0.0232, 0.0066], [0.0469, 0.0953, -0.0586], [-0.0168, 0.0927, 0.0912], [-0.0007, 0.1049, 0.0888], [-0.0349, 0.1014, -0.1023], [-0.4828, -0.4047, -0.2675], [0.9212, 0.3636, -0.4969], [0.1078, 0.0016, -0.1702], [0.0129, 0.0336, 0.0024], [-0.0133, 0.0047, 0.0143], [-0.0509, 0.0804, -0.0319], [-0.0009, 0.0583, -0.1131], [-0.0086, -0.0713, 0.0271], [0.1597, -0.1953, -0.0121], [-0.0873, 0.0343, 0.0259], [-0.0402, 0.0266, 0.0356], [0.0790, -0.0712, 0.0349], [0.0878, -0.0210, 0.0476], [-0.0249, -0.0365, -0.0451], [-0.0661, -0.0329, -0.0574], [0.1349, 0.0162, 0.1595], [-0.0226, -0.0586, -0.0741], [0.0930, 0.0736, 0.0200], [0.1038, 0.0718, -0.0720], [-0.0470, -0.0425, 0.0404], [0.0799, -0.0225, 0.0404], [0.0814, 0.0127, -0.0270], [-0.0108, -0.0110, -0.1040], [-0.0625, 0.0363, -0.0379], [-0.0891, -0.0377, 0.0363], [0.0473, -0.0059, -0.1151], [0.0710, 0.0558, -0.0204], [0.0515, 0.0536, 0.0857], [-0.0299, -0.0047, 0.1119], [-0.0730, -0.0791, 0.0140], [-0.1236, -0.0499, 0.1267]], "mulliken_charge": [-0.688, -0.394, -0.731, -0.249, -1.064, -0.682, -0.774, -0.509, 0.149, -0.088, -0.728, 0.403, -0.069, -1.601, 0.609, -0.421, 0.668, -0.836, -0.648, -1.260, 0.845, -0.247, -0.767, -0.303, -0.540, -0.492, -0.748, 0.801, -0.473, 0.277, 0.306, 0.270, 0.284, 0.372, 0.653, 0.356, 0.406, 0.325, 0.379, 0.398, 0.300, 0.408, 0.321, 0.532, 0.482, 0.342, 0.296, 0.385, 0.418, 0.349, 0.411, 0.376, 0.418, 0.410, 0.434, 0.281, 0.648]}

=====

Record 3
{"formula": "C2H16F6Hf2O22S4", "method": "ωB97M-V/def2-TZVPD", "e_tot_ev": -109624.49226, "homo_lumo_gap_ev": 4.444, "relative_energy_kcal_mol": 0.00, "charge": 2, "homo_ev": -15.25, "elements": ["Hf", "Hf", "S", "O", "O", "O", "O", "S", "O", "O", "O", "O", "C", "F", "F", "F", "S", "O", "O", "O", "C", "F", "F", "F", "S", "O", "O", "O", "O", "H", "H", "O", "H", "H", "O", "H", "H", "O", "H", "H", "O", "H", "H", "O", "H", "H", "O", "H", "H", "O", "H", "H"], "positions_angstrom": [[0.484870, -3.855259, 1.268260], [-1.494427, 1.032782, -0.851221], [-1.911905, -2.514718, -0.032867], [-3.076749, -3.168166, -0.498195], [-0.676394, -3.181369, -0.527917], [-1.959181, -1.082505, -0.277898], [-1.620775, -2.750634, 1.430118], [0.817279, -0.199824, 0.762679], [2.115845, 0.357764, 1.013959], [0.760232, -1.610847, 1.210087], [-0.408057, 0.581251, 1.161576], [0.482024, -0.073559, -0.679716], [-2.879777, 3.301811, 2.909596], [-3.311308, 3.388695, 4.136489], [-3.218675, 4.349069, 2.189581], [-1.531264, 3.201896, 2.927783], [-3.571754, 1.698594, 2.080660], [-4.986521, 1.947151, 2.071523], [-2.966877, 1.637557, 0.697021], [-3.077563, 0.652714, 2.932995], [-2.556266, 0.407504, -5.104254], [-2.252222, 1.625559, -5.514603], [-3.632731, 0.361965, -4.318687], [-2.748598, -0.276997, -6.220638], [-1.165655, -0.498764, -4.192890], [0.081414, -0.145070, -4.846233], [-1.250469, 0.104295, -2.819116], [-1.447948, -1.915480, -4.287252], [-0.637414, 2.945559, 0.438101], [-0.582336, 3.910015, 0.394758], [-0.068589, 2.691203, 1.177071], [2.897712, -2.218401, -1.082600], [3.547217, -1.489751, -0.927177], [2.604810, -2.112829, -1.992030], [4.319459, -0.107145, -0.330661], [3.517383, -0.130130, 0.226862], [4.643544, 0.799707, -0.276700], [3.023344, -0.496507, 3.711190], [3.050462, -0.077317, 2.838183], [3.175618, 0.218703, 4.340258], [0.061573, -3.343954, 3.486509], [-0.448591, -2.536372, 3.697400], [0.188818, -3.797831, 4.337917], [0.242455, 2.356349, -2.014518], [0.242983, 3.276255, -2.309638], [1.071240, 1.961288, -2.416095], [2.562912, 1.313949, -2.670116], [2.978982, 1.147954, -1.813545], [2.438899, 0.440048, -3.056386], [2.463415, -2.900325, 2.313475], [3.272241, -3.262349, 2.713186], [2.437320, -1.963550, 2.593717]], "forces_ev_per_angstrom": [[-3.5351, 9.3849, -0.8213], [3.4077, -1.9224, 2.1675], [-3.6975, -0.1655, 0.0643], [0.4500, 0.0067, 0.1959], [4.8140, -2.5131, -0.0817], [0.4106, 1.3987, -0.4460], [1.9355, -1.7446, 2.2454], [-2.6379, 2.4629, -3.0135], [-0.3232, -0.0659, 1.4329], [-0.1175, -2.5398, 0.8268], [0.5173, -0.2123, 2.5014], [0.5616, -0.7636, -2.4679], [0.2538, -1.7097, -1.2930], [-0.2162, 0.0638, 0.0632], [-0.0595, 0.4556, -0.0148], [0.0170, 0.2251, 0.2683], [-1.6182, 0.6762, 3.0558], [1.0656, -0.1889, -0.7459], [1.4425, -0.5410, -3.0165], [0.3479, 0.0313, -0.7443], [0.7542, -1.1754, -0.8403], [-0.0149, 0.4768, 1.1694], [-0.0245, 0.5213, -0.1874], [-0.4146, -0.4925, 0.3003], [1.7137, -1.6575, -3.4593], [-1.0160, 0.6322, 1.0881], [-1.2230, 1.4794, 3.1795], [-0.6347, 1.5433, 1.1963], [0.0959, 0.2058, -0.5582], [-0.2463, -0.0534, -0.2522], [-0.2875, -0.2626, 0.0610], [-0.0771, 0.0435, 0.5056], [-0.2269, -0.7428, -0.4448], [-0.0199, -0.0790, -0.1002], [-0.2503, 0.1402, 0.1442], [0.5655, 0.4400, -0.1094], [0.2641, -0.1537, -0.0105], [-0.1732, -0.2798, -0.6701], [0.0902, 0.3878, 0.2232], [-0.0148, -0.1521, 0.1035], [-0.1841, -0.5611, -0.6194], [-0.1999, -0.0634, -0.4671], [0.1477, -0.1324, -0.1752], [-1.0127, -0.1174, 0.1718], [-0.2215, -0.0195, 0.0859], [0.0917, -0.4970, 0.1323], [-0.2449, 0.1015, 0.1792], [0.0753, -0.0967, -0.1151], [-0.0219, -0.0162, -0.2937], [-0.0163, -1.7338, -0.4945], [-0.0620, -0.0944, -0.1372], [-0.2299, 0.0705, 0.2179]], "mulliken_charge": [1.449, 1.947, 1.165, -0.457, -0.643, -0.841, -0.576, 1.388, -0.900, 0.888, -0.382, 0.128, 0.619, -0.185, -0.218, -0.222, 1.038, -0.544, -0.880, -0.629, 0.645, -0.192, -0.203, -0.191, 1.258, -0.685, -0.649, -0.643, -0.396, 0.245, 0.270, -0.602, 0.342, 0.302, -0.745, 0.444, 0.334, -0.729, 0.336, 0.334, -0.468, 0.309, 0.347, -0.451, 0.271, 0.333, -0.700, 0.350, 0.335, -0.610, 0.329, 0.334]}

=====

- Number 1 is which compound?
  C30H44N10S3TeY